Record 1
Density functional theory data (ωB97M-V/def2-TZVPD) for a 2-piece molecular cluster, C3H2Cl2N2 overall in a non-equilibrium geometry.

Positions of all 9 atoms, in Å:
C: -1.666 0.020 0.971
C: -2.674 -0.025 0.342
C: 1.382 0.823 0.197
N: 2.620 -1.019 -0.621
N: 1.941 -0.031 -0.463
Cl: -4.128 -0.411 -0.321
Cl: 1.028 2.416 -0.032
H: -0.627 0.012 1.075
H: 2.125 -1.785 -1.149

For the orbital gap, the calculation gives 9.07 eV. The LUMO energy is -0.097 eV. Its highest occupied orbital energy is -9.1680 eV. The energy relative to the best compared isomer or geometry (same formula, charge and spin) is 592.5 kJ/mol. The calculation puts the electronic energy at -31162.303 eV. The charge is 0.



Record 2
Density functional theory data (ωB97M-V/def2-TZVPD) for one molecule with the formula C3H2Cl2N2O in a non-equilibrium geometry.

Positions of all 10 atoms, in Å:
C: -1.329 0.800 -0.698
C: 0.251 -1.072 -0.138
C: 0.951 -0.046 0.578
N: -0.354 1.535 -0.547
N: 0.794 1.312 0.175
O: -2.339 0.271 -0.860
Cl: 0.468 -0.921 -1.797
Cl: 0.289 -0.202 2.408
H: -0.776 -1.502 0.220
H: 2.045 -0.175 0.658

For the orbital gap (alpha / beta), the calculation gives 8.16 / 7.49 eV. The LUMO energy (alpha / beta) is -1.468 / -1.964 eV. Its highest occupied orbital energy (alpha / beta) is -9.6266 / -9.4505 eV. The energy relative to the best compared isomer or geometry (same formula, charge and spin) is 419.3 kJ/mol. The calculation puts the electronic energy at -33211.138 eV. The charge is 0.



Record 3
Density functional theory data (ωB97M-V/def2-TZVPD) for one molecule with the formula C3H2Cl2N2O in a non-equilibrium geometry.

Positions of all 10 atoms, in Å:
O: -0.273 2.423 0.414
C: 0.002 1.273 0.254
C: 1.192 0.492 0.088
C: 0.857 -0.794 -0.185
N: -0.492 -0.948 -0.285
Cl: -1.225 -2.465 0.216
N: -1.084 0.194 0.178
Cl: -2.646 0.563 -0.440
H: 2.180 0.906 0.124
H: 1.490 -1.644 -0.363

The SMILES is O=c1ccn(Cl)n1Cl. For the orbital gap, the calculation gives 8.69 eV. The LUMO energy is -0.479 eV. Its highest occupied orbital energy is -9.1677 eV. The energy relative to the best compared isomer or geometry (same formula, charge and spin) is 273.8 kJ/mol. The calculation puts the electronic energy at -33212.646 eV. The charge is 0.



Which molecular weight belongs to each record? In order, 137.0, 153.0, 153.0 g mol⁻¹.